{"formula": "C33H52BN10Pt", "method": "ωB97M-V with the def2-TZVPD basis set", "elements": ["Pt", "C", "C", "C", "C", "C", "C", "C", "C", "C", "N", "N", "B", "N", "N", "C", "C", "C", "C", "C", "C", "C", "C", "C", "N", "N", "C", "C", "C", "C", "C", "C", "C", "C", "C", "H", "H", "H", "H", "H", "H", "H", "H", "H", "H", "H", "H", "H", "H", "H", "H", "H", "H", "H", "H", "H", "H", "H", "H", "H", "H", "H", "H", "H", "H", "H", "H", "H", "H", "H", "H", "H", "H", "H", "H", "H", "H", "H", "H", "H", "H", "N", "C", "C", "N", "C", "C", "N", "C", "C", "N", "H", "H", "H", "H", "H", "H"], "positions_angstrom": [[-0.6360, 1.2688, -0.4925], [2.5549, 3.5598, -0.1414], [2.7582, 2.6768, -1.3792], [1.8155, 3.1181, -2.4971], [2.6287, 1.2315, -0.9782], [3.6844, 0.3363, -0.8248], [3.1599, -0.8113, -0.2445], [4.0598, -1.9850, 0.0932], [5.1051, -1.5418, 1.1300], [3.4552, -3.3202, 0.5271], [1.8346, -0.6010, -0.0981], [1.5115, 0.6341, -0.5504], [0.6880, -1.4025, 0.5699], [0.1452, -0.5510, 1.7609], [-0.3937, 0.6808, 1.5632], [-0.7827, 1.1786, 2.7337], [-0.4962, 0.2372, 3.7240], [0.0934, -0.8379, 3.0791], [0.6494, -2.0362, 3.7956], [2.1815, -1.9994, 3.7591], [0.0704, -3.3830, 3.3510], [-1.4502, 2.5207, 2.8696], [-1.8698, 2.7733, 4.3144], [-0.5325, 3.6482, 2.3783], [-0.4693, -1.6185, -0.4753], [-1.5415, -0.7900, -0.3865], [-2.5060, -1.2547, -1.1876], [-2.0404, -2.4139, -1.8092], [-0.7519, -2.6197, -1.3367], [0.1286, -3.7602, -1.7619], [0.3345, -4.7793, -0.6340], [1.4223, -3.2616, -2.4152], [-3.8983, -0.6856, -1.2512], [-4.9102, -1.8025, -0.9782], [-4.1138, 0.4641, -0.2676], [2.7384, 4.6086, -0.3797], [3.2207, 3.2614, 0.6685], [1.5269, 3.4564, 0.2083], [3.7828, 2.8009, -1.7337], [0.7887, 3.1239, -2.1336], [1.8859, 2.4595, -3.3637], [2.0632, 4.1329, -2.8131], [4.7164, 0.5041, -1.0856], [4.5946, -2.1811, -0.8417], [4.6274, -1.2996, 2.0800], [5.6619, -0.6674, 0.7969], [5.8186, -2.3481, 1.3045], [2.9903, -3.2666, 1.5099], [4.2628, -4.0507, 0.5866], [2.7243, -3.6918, -0.1850], [1.0788, -2.4445, 0.9568], [-0.6886, 0.3128, 4.7805], [0.3463, -1.8994, 4.8357], [2.5340, -1.9202, 2.7327], [2.6016, -2.8988, 4.2122], [2.5518, -1.1318, 4.3071], [0.4250, -3.6853, 2.3671], [-1.0189, -3.3315, 3.3183], [0.3585, -4.1543, 4.0659], [-2.3537, 2.5007, 2.2470], [-0.9993, 2.7708, 4.9726], [-2.5723, 2.0146, 4.6600], [-2.3536, 3.7466, 4.3969], [0.4259, 3.6130, 2.8987], [-0.9856, 4.6234, 2.5677], [-0.3488, 3.5505, 1.3105], [-2.5709, -3.0429, -2.5054], [-0.4383, -4.2735, -2.5416], [0.7703, -4.3277, 0.2551], [0.9892, -5.5864, -0.9662], [-0.6269, -5.2120, -0.3553], [1.9606, -2.5708, -1.7724], [1.1874, -2.7410, -3.3460], [2.0746, -4.1019, -2.6575], [-4.0673, -0.3210, -2.2713], [-4.7630, -2.2095, 0.0234], [-4.8095, -2.6192, -1.6927], [-5.9259, -1.4107, -1.0459], [-4.0482, 0.1009, 0.7597], [-5.0949, 0.9167, -0.4157], [-3.3518, 1.2275, -0.3981], [-1.6998, 2.1960, -4.5616], [-0.9242, 1.1212, -4.9211], [-0.4920, 0.5630, -3.7553], [-1.0032, 1.2726, -2.7083], [-1.7287, 2.2514, -3.2102], [-2.3568, 3.2125, -2.3363], [-2.0683, 3.2338, -1.0492], [-2.8396, 4.2139, -0.4928], [-3.6018, 4.7996, -1.4601], [-3.2861, 4.1528, -2.6274], [-2.1569, 2.8175, -5.2067], [-0.7499, 0.8580, -5.9492], [0.1429, -0.2926, -3.5971], [-2.7997, 4.4407, 0.5590], [-4.3121, 5.6062, -1.4188], [-3.7014, 4.3429, -3.5231]], "total_charge": 1, "homo_energy_ev": [-10.08, -11.00], "multiplicity": 3, "total_energy_ha": -1980.30590}

{"formula": "C33H52N7O3ReS2", "method": "ωB97M-V with the def2-TZVPD basis set", "elements": ["Re", "C", "C", "C", "C", "C", "C", "C", "C", "N", "C", "C", "C", "C", "N", "C", "C", "C", "C", "C", "C", "C", "C", "H", "H", "H", "H", "H", "H", "H", "H", "H", "H", "H", "H", "H", "H", "H", "H", "H", "H", "H", "H", "H", "H", "H", "H", "C", "N", "C", "N", "O", "H", "H", "H", "H", "H", "H", "C", "N", "C", "C", "C", "N", "C", "C", "O", "H", "H", "H", "H", "H", "H", "H", "H", "H", "H", "H", "H", "S", "C", "N", "C", "C", "S", "O", "C", "C", "H", "H", "H", "H", "H", "H", "H", "H", "H", "H"], "positions_angstrom": [[0.1442, 0.4085, 0.5088], [-1.6074, -3.2637, 2.3092], [-0.3563, -2.8232, 2.9997], [0.3742, -3.7785, 3.6953], [1.4804, -3.4269, 4.4463], [1.8701, -2.0992, 4.5189], [1.1902, -1.1146, 3.8195], [1.5734, 0.3247, 3.9517], [0.0874, -1.4867, 3.0270], [-0.6130, -0.5142, 2.2835], [-1.8237, -0.1745, 2.6445], [-2.4303, -0.5309, 3.9500], [-2.5771, 0.6199, 1.6901], [-3.9946, 0.9526, 1.9711], [-1.9426, 0.9542, 0.5985], [-2.6171, 1.7187, -0.3767], [-2.9011, 3.0754, -0.1545], [-2.4910, 3.8086, 1.0835], [-3.6347, 3.7624, -1.1144], [-4.0995, 3.1349, -2.2553], [-3.8213, 1.7937, -2.4627], [-3.0703, 1.0737, -1.5462], [-2.8001, -0.3811, -1.7508], [-1.4263, -4.1653, 1.7309], [-2.0385, -2.5066, 1.6599], [-2.3507, -3.5284, 3.0596], [0.0443, -4.8052, 3.6632], [2.0165, -4.1804, 5.0015], [2.7016, -1.8210, 5.1476], [2.3561, 0.4408, 4.6951], [0.7201, 0.9313, 4.2554], [1.9356, 0.7046, 2.9954], [-1.7169, -1.0176, 4.6082], [-3.2886, -1.1919, 3.8325], [-2.7963, 0.3721, 4.4389], [-4.5596, 0.0544, 2.2192], [-4.4668, 1.4415, 1.1245], [-4.0590, 1.6094, 2.8395], [-1.8246, 3.2293, 1.7144], [-3.3747, 4.0793, 1.6614], [-1.9970, 4.7394, 0.8094], [-3.8718, 4.8004, -0.9393], [-4.6951, 3.6798, -2.9706], [-4.2253, 1.2931, -3.3291], [-3.1444, -0.6989, -2.7311], [-3.3246, -0.9793, -1.0051], [-1.7342, -0.5878, -1.6586], [4.0375, 1.5057, 0.4986], [4.2924, 0.1191, 0.8193], [3.3612, -0.8226, 1.0044], [3.8094, -2.0564, 1.3147], [2.1338, -0.6469, 0.8513], [4.6355, 1.7977, -0.3644], [4.3046, 2.1485, 1.3395], [2.9807, 1.6375, 0.2674], [5.2556, -0.1122, 1.0179], [4.7788, -2.2278, 1.5163], [3.1474, -2.7735, 1.5554], [-0.4852, -3.6030, -0.7659], [0.7424, -3.2704, -1.4473], [1.4717, -4.3450, -2.0947], [2.9377, -3.9665, -2.2346], [2.9978, -2.6281, -2.9473], [2.1954, -1.6451, -2.2359], [2.6413, -0.2815, -2.3813], [1.0839, -1.9752, -1.5564], [0.3153, -1.1000, -1.0447], [-0.3798, -4.5750, -0.2890], [-1.3317, -3.6425, -1.4557], [-0.6654, -2.8369, -0.0146], [1.0369, -4.5496, -3.0804], [1.3587, -5.2504, -1.4953], [3.4680, -4.7179, -2.8163], [3.4123, -3.8969, -1.2526], [2.6290, -2.7256, -3.9753], [4.0235, -2.2589, -2.9961], [3.6611, -0.1886, -2.0063], [1.9955, 0.3871, -1.8197], [2.6356, -0.0021, -3.4357], [1.1999, 4.4671, 2.4945], [0.8074, 3.0520, 1.9364], [0.4820, 1.9833, 1.5189], [0.2115, 4.8046, -1.5573], [0.2499, 3.9292, -2.7931], [-0.4455, 2.2751, -2.4163], [0.4823, 1.7345, -1.3331], [0.0648, 1.3616, -3.9387], [-1.0589, 1.4050, -4.9544], [0.6746, 5.7677, -1.7669], [0.7547, 4.3335, -0.7393], [-0.8122, 4.9864, -1.2384], [1.2639, 3.8112, -3.1691], [-0.3898, 4.3189, -3.5832], [0.2446, 0.3370, -3.6151], [0.9851, 1.7986, -4.3243], [-1.9567, 0.9515, -4.5441], [-0.7710, 0.8388, -5.8383], [-1.2870, 2.4199, -5.2730]], "total_charge": 3, "homo_energy_ev": [-16.28, -16.25], "multiplicity": 2, "total_energy_ha": -2771.51674}